Record 1
{
  "formula": "C17H28CdN2O9S3",
  "method": "wB97M-V/def2-TZVPD",
  "charge": 2,
  "orbital_gap_ev": 2.48,
  "e_lumo_ev": -11.750,
  "homo_ev": -14.23,
  "multiplicity": 1,
  "elements": ["C", "C", "O", "O", "C", "C", "C", "C", "C", "C", "S", "O", "O", "O", "C", "O", "S", "O", "O", "C", "C", "C", "C", "C", "S", "C", "N", "N", "C", "O", "C", "H", "H", "H", "H", "H", "H", "H", "H", "H", "H", "H", "H", "H", "H", "H", "H", "H", "H", "H", "H", "H", "H", "H", "H", "H", "H", "H", "H", "Cd"],
  "xyz": [[3.297, 3.204, 1.156], [3.658, 1.766, 1.235], [4.716, 1.278, 1.421], [2.564, 0.843, 1.087], [2.298, 0.490, -0.186], [1.014, -0.318, -0.366], [1.049, -0.983, -1.735], [1.180, -0.046, -2.966], [0.041, -0.197, -4.003], [-0.984, 0.945, -3.966], [-1.293, 1.862, -5.480], [-0.652, 3.141, -5.360], [-2.682, 1.756, -5.769], [-0.462, 1.022, -6.546], [-0.121, 0.775, -0.274], [-1.282, 0.304, -0.907], [-2.122, -0.766, 0.071], [-3.353, -0.947, -0.637], [-1.273, -2.109, -0.268], [-0.118, -2.468, 0.544], [-0.577, -3.165, 1.817], [-1.020, -2.266, 2.983], [-2.496, -2.414, 3.388], [-2.990, -1.126, 4.046], [-3.387, 0.085, 2.756], [-2.087, 1.202, 2.981], [-1.216, 1.560, 2.078], [-0.364, 2.449, 2.700], [-0.783, 2.558, 3.913], [-1.865, 1.797, 4.169], [0.891, -1.333, 0.779], [4.187, 3.754, 0.857], [2.497, 3.405, 0.445], [2.974, 3.531, 2.146], [3.107, -0.324, -0.504], [2.397, 1.330, -0.881], [1.924, -1.693, -1.736], [0.175, -1.613, -1.876], [2.132, -0.235, -3.473], [1.193, 0.998, -2.648], [-0.476, -1.147, -3.861], [0.496, -0.249, -4.989], [-1.965, 0.564, -3.689], [-0.728, 1.723, -3.248], [0.015, 1.659, -7.103], [0.179, 1.709, -0.746], [-0.327, 0.981, 0.786], [0.380, -3.223, -0.067], [-1.380, -3.850, 1.536], [0.250, -3.791, 2.162], [-0.867, -1.207, 2.754], [-0.399, -2.488, 3.852], [-2.633, -3.224, 4.106], [-3.093, -2.637, 2.501], [-3.885, -1.292, 4.646], [-2.241, -0.696, 4.709], [-0.337, 3.182, 4.670], [0.712, -0.806, 1.715], [1.875, -1.812, 0.896], [4.258, -1.447, -1.620]]
}

***

Record 2
{
  "formula": "C5H12O",
  "method": "wB97M-V/def2-TZVPD",
  "orbital_gap_ev": 9.18,
  "e_lumo_ev": 0.715,
  "homo_ev": -8.47,
  "multiplicity": 1,
  "smiles": "CC=C(C)C.O",
  "relative_energy_kj_mol": 247.35,
  "elements": ["C", "C", "C", "C", "C", "H", "H", "H", "H", "H", "H", "H", "H", "H", "H", "O", "H", "H"],
  "xyz": [[-0.547, -0.551, 2.870], [-0.786, -0.511, 1.428], [-0.075, -0.694, 0.288], [-0.826, -0.735, -0.983], [1.468, -0.852, 0.126], [0.566, -0.670, 3.223], [-1.187, 0.355, 3.335], [-1.087, -1.350, 3.349], [-1.861, -0.621, 1.189], [-1.686, -1.441, -0.877], [-0.218, -1.223, -1.659], [-1.299, 0.129, -1.231], [1.856, -0.732, -0.813], [1.951, -1.780, 0.460], [1.867, -0.143, 0.965], [0.970, 3.777, -3.693], [-0.040, 4.051, -3.613], [0.933, 2.992, -4.365]]
}

***

Record 3
{
  "formula": "C3H7N2O",
  "method": "wB97M-V/def2-TZVPD",
  "s2": 0.76,
  "orbital_gap_ev": [4.88, 8.81],
  "e_lumo_ev": [0.870, 0.847],
  "homo_ev": [-4.01, -7.96],
  "multiplicity": 2,
  "relative_energy_kj_mol": 17.72,
  "elements": ["C", "C", "N", "C", "N", "H", "H", "H", "H", "H", "H", "H", "O"],
  "xyz": [[-0.550, -1.356, 0.228], [0.744, -1.033, 0.332], [1.071, -0.194, -0.722], [-0.048, 0.012, -1.542], [-1.081, -0.664, -0.858], [-1.171, -1.959, 0.854], [1.371, -1.147, 1.192], [1.974, 0.233, -0.730], [-0.181, 0.615, -2.417], [-1.953, -0.917, -1.288], [0.272, 1.897, 2.314], [-0.312, 2.717, 1.194], [-0.137, 1.797, 1.443]]
}

***

Record 4
{
  "formula": "C4H11NO",
  "method": "wB97M-V/def2-TZVPD",
  "orbital_gap_ev": 10.39,
  "e_lumo_ev": 0.917,
  "homo_ev": -9.48,
  "multiplicity": 1,
  "smiles": "CC=O.CCN",
  "relative_energy_kj_mol": 122.75,
  "elements": ["C", "C", "O", "H", "H", "H", "H", "C", "C", "N", "H", "H", "H", "H", "H", "H", "H"],
  "xyz": [[0.390, 0.305, -2.364], [-0.449, -0.817, -1.841], [-1.621, -0.933, -2.075], [1.240, -0.154, -2.871], [-0.205, 0.927, -3.022], [0.783, 0.910, -1.547], [0.086, -1.560, -1.228], [0.770, 1.608, 1.813], [0.380, 0.206, 1.378], [0.272, -0.725, 2.505], [0.095, 2.066, 2.530], [0.926, 2.209, 0.913], [1.802, 1.566, 2.204], [1.147, -0.198, 0.730], [-0.550, 0.239, 0.795], [-0.358, -1.482, 2.258], [-0.191, -0.267, 3.285]]
}

***

Record 5
{
  "formula": "C40H66BBe2Br3Cl3F6N3O14S2",
  "method": "wB97M-V/def2-TZVPD",
  "charge": -2,
  "orbital_gap_ev": 2.02,
  "e_lumo_ev": -1.099,
  "homo_ev": -3.12,
  "multiplicity": 1,
  "elements": ["C", "C", "C", "C", "C", "C", "C", "C", "C", "C", "C", "C", "C", "N", "O", "B", "C", "C", "C", "Cl", "C", "Br", "C", "C", "Br", "O", "C", "C", "C", "O", "C", "O", "C", "O", "C", "C", "H", "H", "H", "H", "H", "H", "H", "H", "H", "H", "H", "H", "H", "H", "H", "H", "H", "H", "H", "H", "H", "H", "H", "H", "H", "H", "H", "H", "H", "H", "H", "H", "H", "H", "H", "H", "H", "H", "H", "H", "H", "H", "H", "H", "H", "H", "H", "H", "Be", "O", "H", "C", "Cl", "Cl", "H", "H", "Be", "N", "C", "C", "C", "C", "C", "H", "H", "H", "H", "H", "O", "C", "O", "C", "C", "C", "H", "H", "H", "H", "H", "H", "Br", "C", "F", "F", "F", "S", "O", "O", "N", "S", "O", "O", "C", "F", "F", "F", "O", "C", "C", "O", "H", "H", "H", "H"],
  "xyz": [[2.910, -0.464, 0.066], [3.876, 0.692, 0.367], [3.083, 2.030, 0.448], [3.617, 2.979, 1.531], [3.356, 2.561, 3.007], [2.248, 1.523, 3.206], [0.882, 2.172, 2.994], [-0.275, 1.163, 3.194], [-1.084, 0.948, 1.892], [-2.561, 1.481, 1.904], [-3.402, 0.178, 1.902], [-3.230, -0.583, 3.236], [-4.494, -1.546, 3.496], [-5.552, -0.862, 4.228], [-3.038, 2.109, 3.056], [-3.211, 3.579, 2.969], [-2.103, 4.141, 4.032], [-1.864, 5.654, 4.150], [-2.941, 6.398, 4.978], [-1.565, 6.494, 2.586], [-4.729, 4.190, 3.217], [-5.163, 5.822, 2.267], [-5.655, 3.689, 4.024], [-5.393, 2.451, 4.843], [-7.411, 4.475, 4.253], [-2.964, 3.777, 1.513], [-2.939, 2.568, 0.826], [-2.068, 2.645, -0.429], [-1.908, 1.334, -1.175], [-2.782, 1.254, -2.378], [-2.101, 1.163, -3.498], [-1.746, 0.079, -3.959], [-4.405, 2.405, 0.268], [-4.887, 3.639, -0.207], [-5.096, 3.707, -1.608], [-4.703, 5.132, -2.057], [2.387, -0.813, 0.958], [2.137, -0.118, -0.622], [3.416, -1.327, -0.367], [4.375, 0.501, 1.318], [4.592, 0.809, -0.444], [2.023, 1.802, 0.537], [3.216, 2.546, -0.507], [3.274, 3.995, 1.329], [4.701, 3.014, 1.380], [4.289, 2.287, 3.501], [3.009, 3.458, 3.530], [2.389, 0.626, 2.603], [2.281, 1.207, 4.252], [0.814, 2.976, 3.729], [0.791, 2.675, 2.029], [-0.891, 1.402, 4.050], [0.225, 0.216, 3.414], [-1.124, -0.130, 1.732], [-0.468, 1.341, 1.084], [-4.472, 0.343, 1.752], [-3.096, -0.478, 1.080], [-3.127, 0.049, 4.104], [-2.311, -1.288, 3.104], [-4.854, -1.968, 2.551], [-4.204, -2.450, 4.124], [-5.119, -0.471, 5.062], [-6.218, -1.538, 4.582], [-2.480, 3.818, 5.031], [-1.124, 3.676, 3.914], [-0.945, 5.779, 4.723], [-2.489, 6.977, 5.783], [-3.403, 7.132, 4.320], [-3.720, 5.721, 5.318], [-6.219, 2.185, 5.497], [-4.464, 2.574, 5.399], [-5.260, 1.619, 4.155], [-2.380, 3.440, -1.104], [-1.061, 2.922, -0.099], [-0.884, 1.201, -1.526], [-2.163, 0.460, -0.584], [-1.877, 2.073, -4.066], [-4.500, 1.584, -0.451], [-5.032, 2.134, 1.125], [-4.494, 2.996, -2.170], [-6.165, 3.543, -1.776], [-3.890, 5.099, -2.783], [-5.559, 5.716, -2.387], [-4.306, 5.642, -1.178], [0.047, 0.145, -4.467], [0.229, 2.108, 6.013], [-0.585, 2.517, 5.753], [3.905, -2.858, -2.820], [3.028, -1.591, -3.690], [5.570, -2.357, -2.458], [3.393, -3.064, -1.887], [3.933, -3.748, -3.429], [-1.278, 2.589, 7.122], [1.287, -2.795, -7.260], [1.449, -3.462, -8.399], [0.449, -3.627, -9.346], [-0.793, -3.068, -9.092], [-0.980, -2.371, -7.910], [0.089, -2.263, -7.032], [2.436, -3.886, -8.555], [0.639, -4.179, -10.257], [-1.602, -3.174, -9.804], [-1.934, -1.920, -7.671], [-0.015, -1.720, -6.092], [2.339, -4.041, 0.016], [3.293, -4.514, 0.568], [4.090, -5.462, 0.027], [5.074, -5.882, 0.996], [5.170, -4.733, 1.987], [3.755, -4.177, 1.972], [4.729, -6.807, 1.461], [6.019, -6.076, 0.493], [5.513, -5.044, 2.973], [5.864, -3.978, 1.612], [3.105, -4.686, 2.687], [3.734, -3.103, 2.138], [-2.391, -2.164, 4.787], [4.588, -6.930, -3.542], [4.554, -5.759, -2.893], [3.324, -7.242, -3.850], [5.220, -6.715, -4.704], [5.397, -8.254, -2.557], [4.587, -8.384, -1.378], [6.733, -7.774, -2.339], [5.238, -9.409, -3.630], [5.818, -10.832, -3.249], [5.113, -11.542, -2.221], [7.249, -10.936, -3.214], [5.335, -11.682, -4.806], [5.905, -11.118, -5.879], [4.012, -11.648, -5.003], [5.706, -12.966, -4.782], [-0.051, 5.525, -2.292], [-0.381, 6.671, -2.014], [-0.790, 7.500, -3.641], [-1.101, 8.646, -3.344], [0.370, 7.348, -1.564], [-1.297, 6.833, -1.414], [-1.553, 6.810, -4.047], [0.136, 7.314, -4.217]]
}

***

Record 6
{
  "formula": "C25H41Cl3MnN3O3SSi",
  "method": "wB97M-V/def2-TZVPD",
  "charge": -1,
  "s2": 8.76,
  "orbital_gap_ev": [5.16, 6.86],
  "e_lumo_ev": [1.621, 1.621],
  "homo_ev": [-3.54, -5.24],
  "multiplicity": 6,
  "relative_energy_kj_mol": 110.14,
  "elements": ["C", "C", "H", "H", "H", "C", "C", "H", "H", "H", "H", "Mn", "Cl", "Cl", "C", "O", "N", "C", "C", "H", "H", "H", "H", "H", "H", "H", "H", "H", "C", "C", "N", "H", "C", "O", "H", "H", "H", "H", "O", "C", "C", "C", "H", "C", "H", "C", "H", "C", "C", "H", "H", "H", "Si", "Cl", "C", "C", "C", "H", "H", "H", "H", "H", "H", "H", "H", "H", "S", "C", "N", "C", "C", "C", "C", "H", "H", "H", "H", "H"],
  "xyz": [[-5.279, 4.044, -1.007], [-5.986, 4.123, -2.323], [-4.186, 3.970, -1.092], [-5.529, 3.112, -0.503], [-5.473, 4.855, -0.280], [-6.686, 5.152, -2.829], [-6.694, 6.488, -2.193], [-7.297, 5.031, -3.728], [-5.665, 6.868, -2.187], [-6.964, 6.314, -1.154], [-7.335, 7.250, -2.646], [-6.003, 0.163, -2.565], [-6.689, -1.836, -3.121], [-6.740, 0.595, -0.512], [-3.327, -1.641, -3.031], [-3.681, -0.442, -3.025], [-2.137, -2.036, -3.542], [-0.977, -1.158, -3.673], [-2.028, -3.444, -3.913], [-3.988, -2.446, -2.597], [-0.712, -0.672, -2.719], [-1.108, -0.356, -4.420], [-0.132, -1.795, -3.971], [-2.147, -4.095, -3.037], [-1.079, -3.633, -4.394], [-2.851, -3.694, -4.584], [0.731, 3.499, 0.925], [-0.756, 5.000, -1.248], [1.456, 4.233, 0.541], [0.223, 5.527, -1.174], [1.220, 4.548, -0.849], [2.454, 3.802, 0.625], [1.783, 3.779, -1.830], [1.392, 3.775, -2.995], [0.389, 5.996, -2.153], [2.655, 3.181, -1.483], [1.368, 5.155, 1.116], [0.144, 6.205, -0.335], [-5.248, 1.786, -2.759], [-6.175, 2.760, -3.064], [-6.050, 3.809, -5.417], [-6.395, 2.725, -4.602], [-5.667, 4.716, -4.957], [-6.251, 3.765, -6.802], [-7.121, 2.407, -2.621], [-6.887, 1.561, -5.179], [-6.044, 4.676, -7.387], [-6.781, 2.624, -7.380], [-7.091, 1.509, -6.566], [-7.161, 0.684, -4.585], [-7.081, 2.638, -8.457], [-7.523, 0.624, -7.024], [-2.345, 2.803, -3.428], [-1.994, 3.616, -1.431], [-2.825, 4.471, -4.099], [-3.008, 1.870, -5.162], [-0.672, 2.176, -3.436], [-3.126, 4.356, -5.154], [-1.953, 5.146, -4.022], [-3.694, 4.886, -3.561], [-0.191, 3.119, -3.598], [-0.365, 1.431, -4.118], [-0.517, 1.763, -2.483], [-3.792, 2.495, -5.640], [-3.454, 0.885, -4.943], [-2.159, 1.723, -5.875], [-1.347, -1.602, -0.387], [0.016, -1.224, 0.510], [0.231, 0.103, 0.820], [1.166, 0.530, 1.710], [1.964, -0.403, 2.360], [1.828, -1.758, 2.037], [0.920, -2.156, 1.067], [-0.411, 0.789, 0.399], [1.213, 1.612, 1.850], [2.670, -0.060, 3.114], [2.404, -2.488, 2.590], [0.764, -3.196, 0.783]]
}

***

Record 7
{
  "formula": "C16H30AuClNO2Si3",
  "method": "wB97M-V/def2-TZVPD",
  "charge": -1,
  "orbital_gap_ev": 8.25,
  "e_lumo_ev": 2.707,
  "homo_ev": -5.54,
  "multiplicity": 1,
  "relative_energy_kj_mol": 0.00,
  "elements": ["Au", "C", "Si", "C", "C", "C", "Si", "C", "C", "C", "Si", "C", "C", "C", "C", "C", "C", "C", "N", "H", "H", "H", "H", "H", "H", "H", "H", "H", "H", "H", "H", "H", "H", "H", "H", "H", "H", "H", "H", "H", "H", "H", "H", "H", "H", "H", "H", "Cl", "C", "C", "O", "O", "H", "H"],
  "xyz": [[-1.638, 0.427, -1.024], [-0.045, -2.520, -2.176], [0.724, -1.617, -0.752], [2.582, -2.115, -0.810], [0.144, -2.408, 0.816], [0.383, 0.196, -0.706], [1.294, 1.141, -2.006], [0.411, 2.758, -2.442], [1.370, 0.207, -3.626], [3.133, 1.540, -1.534], [0.676, 0.970, 0.932], [2.368, 0.579, 1.721], [0.565, 2.818, 0.983], [-0.524, 0.520, 2.338], [-0.130, 0.728, 3.677], [-1.016, 0.508, 4.700], [-2.345, 0.161, 4.391], [-2.657, -0.004, 3.047], [-1.780, 0.179, 2.064], [-1.121, -2.467, -2.247], [0.226, -3.571, -2.139], [0.345, -2.154, -3.128], [2.725, -3.204, -0.766], [3.112, -1.632, 0.006], [3.002, -1.735, -1.751], [0.122, -3.502, 0.674], [-0.912, -2.068, 0.945], [0.708, -2.096, 1.711], [-0.533, 2.571, -2.998], [1.130, 3.321, -3.048], [0.244, 3.356, -1.530], [0.375, 0.028, -4.033], [1.975, -0.716, -3.510], [1.893, 0.816, -4.394], [3.211, 2.067, -0.579], [3.535, 2.251, -2.292], [3.720, 0.622, -1.542], [3.143, 0.554, 0.934], [2.344, -0.424, 2.187], [2.741, 1.288, 2.483], [1.348, 3.322, 0.359], [0.718, 3.072, 2.055], [-0.459, 3.131, 0.644], [0.860, 1.074, 3.850], [-0.730, 0.668, 5.729], [-3.080, 0.007, 5.144], [-3.661, -0.250, 2.782], [-4.844, -3.172, -1.145], [-4.092, -1.663, -0.447], [-4.629, -0.356, -1.030], [-5.847, -0.217, -1.092], [-3.755, 0.532, -1.357], [-3.024, -1.813, -0.668], [-4.302, -1.707, 0.601]]
}

***

Record 8
{
  "formula": "C3HHgLiO4",
  "method": "wB97M-V/def2-TZVPD",
  "charge": 1,
  "s2": 0.77,
  "orbital_gap_ev": [6.44, 5.20],
  "e_lumo_ev": [-5.657, -6.585],
  "homo_ev": [-12.10, -11.78],
  "multiplicity": 2,
  "relative_energy_kj_mol": 99.15,
  "elements": ["O", "C", "O", "Li", "O", "H", "C", "C", "O", "Hg"],
  "xyz": [[1.343, -0.944, 1.032], [1.821, 0.102, 0.762], [2.554, 0.682, 0.008], [0.134, -2.307, 0.313], [0.351, 1.945, 0.177], [1.327, 1.861, -0.428], [-0.725, 1.287, -0.270], [-1.291, 0.217, -0.462], [-1.594, -1.021, -0.361], [-3.920, -1.822, -0.770]]
}

***

Record 9
{
  "formula": "C19H18N2O4",
  "method": "wB97M-V/def2-TZVPD",
  "orbital_gap_ev": 7.61,
  "e_lumo_ev": -0.183,
  "homo_ev": -7.80,
  "multiplicity": 1,
  "smiles": "CC(/C=C/c1ccc2c(c1)OCO2)=N\\NC(=O)[C@H](O)c1ccccc1",
  "relative_energy_kj_mol": 286.76,
  "elements": ["C", "C", "C", "C", "C", "C", "C", "C", "C", "C", "O", "C", "O", "N", "N", "C", "O", "C", "O", "C", "C", "C", "C", "C", "C", "H", "H", "H", "H", "H", "H", "H", "H", "H", "H", "H", "H", "H", "H", "H", "H", "H", "H"],
  "xyz": [[-1.143, -3.417, -1.475], [-0.810, -2.207, -0.638], [0.568, -1.780, -0.582], [1.000, -0.757, 0.177], [2.350, -0.254, 0.281], [2.571, 0.901, 1.038], [3.830, 1.466, 1.191], [4.879, 0.834, 0.565], [4.677, -0.324, -0.191], [3.439, -0.884, -0.351], [5.880, -0.747, -0.696], [6.841, 0.178, -0.235], [6.204, 1.163, 0.551], [-1.680, -1.534, 0.023], [-2.976, -1.891, 0.020], [-3.932, -1.179, 0.664], [-5.093, -1.542, 0.679], [-3.500, 0.125, 1.321], [-4.506, 0.550, 2.200], [-3.254, 1.125, 0.204], [-2.010, 1.710, 0.029], [-1.802, 2.618, -0.993], [-2.841, 2.955, -1.844], [-4.088, 2.381, -1.668], [-4.295, 1.467, -0.650], [-1.869, -3.159, -2.247], [-1.568, -4.206, -0.853], [-0.252, -3.807, -1.958], [1.254, -2.340, -1.200], [0.257, -0.244, 0.769], [1.730, 1.376, 1.519], [3.985, 2.358, 1.774], [3.318, -1.779, -0.934], [7.336, 0.656, -1.095], [7.596, -0.346, 0.373], [-3.291, -2.734, -0.463], [-2.577, -0.031, 1.890], [-5.315, 0.075, 1.946], [-1.203, 1.457, 0.699], [-0.828, 3.067, -1.123], [-2.680, 3.666, -2.641], [-4.903, 2.644, -2.327], [-5.268, 1.018, -0.517]]
}

***

Computed values of DFT total energy (unit: Eh) for the preceding records, in sequence: -2812.68710, -272.85445, -303.16438, -288.97026, -13333.49647, -4586.53572, -2297.46895, -576.45196, -1145.25160.